a:
C6H13N | ωB97M-V with the def2-TZVPD basis set

Results
gap between HOMO and LUMO = 8.27 eV

CARTESIAN COORDINATES (ANGSTROEM)
H: 1.2514 -1.8733 -0.6136
N: -0.0349 0.2008 -0.5735
H: 1.6230 -1.8566 0.0412
H: -1.3754 -1.4039 0.8207
C: 0.6152 0.7790 -1.7368
C: -0.2561 -0.4318 -1.7479
C: -0.2350 -1.3104 2.6595
H: -1.2460 -0.5324 -2.1809
H: -0.8848 2.3029 -2.0753
H: 0.4629 2.2893 -3.2263
C: -0.1010 0.2795 0.7111
H: 0.5438 1.0067 1.1986
H: 0.1989 -0.5674 3.3381
H: -0.9108 -1.9406 3.2475
H: 0.7086 2.9583 -1.6091
H: 1.6968 0.6068 -1.7723
H: 0.5806 -1.9386 2.2865
C: 0.1979 2.1671 -2.1700
H: -1.8522 -0.0962 1.9001
C: -0.9828 -0.6392 1.5023

These are the Löwdin partial charges, in e, on atoms 1 to 4:
1. H 0.034
2. N -0.151
3. H 0.050
4. H 0.110


b:
C6H13N | ωB97M-V with the def2-TZVPD basis set

Results
gap between HOMO and LUMO = 8.65 eV
SMILES string = CC/C(C)=C(/C)N

CARTESIAN COORDINATES (ANGSTROEM)
C: 1.9978 -0.5684 1.3317
H: 2.9111 -1.0188 0.9344
C: -0.8597 0.4119 -0.9854
H: 1.3362 -1.4017 1.6037
C: -2.0880 -0.4494 -1.0660
H: -0.2005 -0.2332 -2.8172
C: -0.0711 0.3999 0.1214
H: -1.4611 1.4227 1.4739
C: 1.4371 0.2080 0.1320
H: 0.7290 0.7958 -2.0426
H: -1.3108 -0.2936 1.7208
H: -0.0284 0.8265 2.2790
C: -0.7352 0.6115 1.4836
H: 1.9596 1.1560 -0.0293
H: 1.7292 -0.4207 -0.7079
H: -2.7441 -0.3573 -0.2041
H: -2.7170 -0.2169 -1.9332
H: -1.8233 -1.4957 -1.2560
H: 2.1893 -0.0170 2.2503
N: -0.2500 0.6403 -2.2891

These are the Löwdin partial charges, in e, on atoms 1 to 4:
1. C -0.110
2. H 0.070
3. C -0.344
4. H 0.082


c:
C6H13N | ωB97M-V with the def2-TZVPD basis set

Results
gap between HOMO and LUMO = 9.89 eV
SMILES string = C=CC[C@@H](C)NC

CARTESIAN COORDINATES (ANGSTROEM)
H: -1.6498 -0.8265 0.4302
H: 1.4526 1.8316 -2.0625
C: -0.5600 -0.9369 0.6480
C: -0.7883 -0.9132 -1.8529
H: -0.2555 -2.1147 0.6966
N: -0.0277 1.1641 -0.5468
H: 0.3983 0.3159 3.7233
H: 0.9068 -0.7068 -0.9870
H: 2.0902 1.0803 -0.4940
H: -1.0805 -0.2780 -2.6764
C: -0.0183 -0.2675 -0.6508
H: 0.4457 -1.5224 3.2216
H: -0.6594 0.9619 1.7566
H: -1.7344 -1.3475 -1.6126
C: -0.3672 -0.1075 1.8382
H: -0.8433 1.5456 -1.0200
C: 1.3262 1.7354 -0.9387
C: 0.0110 -0.5420 3.0595
H: 1.5719 2.6466 -0.2423
H: -0.2182 -1.7185 -2.2899

These are the Löwdin partial charges, in e, on atoms 1 to 4:
1. H 0.111
2. H 0.087
3. C -0.186
4. C -0.069


d:
C6H13N | ωB97M-V with the def2-TZVPD basis set

Results
gap between HOMO and LUMO = 9.25 eV
SMILES string = C=C(CCC)NC

CARTESIAN COORDINATES (ANGSTROEM)
H: -0.8492 -2.0872 -0.7134
C: -0.2067 -1.3631 -1.2005
C: -1.5068 -1.0629 2.0172
C: 0.3837 0.1367 0.7536
C: 0.1953 -0.1804 -0.7080
H: 0.9476 -0.6577 1.2273
N: 0.4491 0.8593 -1.6060
C: 1.7608 1.4542 -1.7330
C: -0.9547 0.2884 1.5125
H: 2.5185 0.8767 -2.2907
H: 0.0065 -1.6469 -2.2267
H: 1.6688 2.3765 -2.3143
H: 0.8725 1.1083 0.8218
H: -1.6992 0.7746 0.8869
H: -0.7860 -1.5326 2.6635
H: 2.2482 1.6400 -0.7764
H: -0.7861 0.8297 2.4479
H: -0.0326 0.8218 -2.4872
H: -1.7805 -1.6923 1.1677
H: -2.4492 -0.9434 2.5579

These are the Löwdin partial charges, in e, on atoms 1 to 4:
1. H 0.038
2. C 0.042
3. C -0.114
4. C -0.155


Which structure wins on stability? d wins.


a:
C6H6N2O | ωB97M-V with the def2-TZVPD basis set

Results
gap between HOMO and LUMO = 9.06 eV
SMILES string = C#CC1=C(N)CNC1=O

CARTESIAN COORDINATES (ANGSTROEM)
C: 0.8234 -1.4819 -0.0502
C: -1.6689 -1.0168 -0.1772
H: -1.7695 1.5484 -0.0031
H: -0.5779 2.6472 0.4199
N: -0.7593 1.7769 -0.0803
C: -2.8199 -1.3137 -0.0165
H: -3.8545 -1.5360 0.0497
N: 1.9089 -0.6276 -0.1689
H: 2.8752 -0.8665 0.0410
H: 1.9518 1.2332 0.8578
C: 0.0158 0.6868 0.0878
C: -0.3470 -0.6199 -0.0632
H: 1.7663 1.4473 -0.9193
C: 1.5028 0.8031 -0.0482
O: 0.9528 -2.6806 0.0707

These are the Löwdin partial charges, in e, on atoms 1 to 4:
1. C -0.464
2. C -0.096
3. H 0.115
4. H 0.114


b:
C6H6N2O | ωB97M-V with the def2-TZVPD basis set

Results
gap between HOMO and LUMO = 8.98 eV
SMILES string = Cc1cn2cncc2o1

CARTESIAN COORDINATES (ANGSTROEM)
C: 1.1829 -0.0182 0.0875
C: 2.6608 -0.1858 0.0642
H: 3.1922 -0.2974 1.0491
C: 0.3729 1.0496 0.0564
C: -2.1460 -1.2714 0.0556
C: -2.2971 0.8778 -0.0540
H: -2.6958 1.9487 0.0268
O: 0.4763 -1.1805 -0.0725
N: -3.0092 -0.1616 0.1751
N: -0.9390 0.5603 -0.2266
H: -2.3795 -2.3240 0.0750
H: 3.0596 0.7288 -0.4077
H: 0.6349 2.0755 0.0418
H: 2.7951 -1.0157 -0.6878
C: -0.9081 -0.7860 -0.1831

These are the Löwdin partial charges, in e, on atoms 1 to 4:
1. C -0.328
2. C -0.014
3. H 0.100
4. C 0.033


Which structure wins on stability? a wins.


a:
C5H13OS | ωB97M-V with the def2-TZVPD basis set

Results
gap between HOMO and LUMO = 6.28 eV
net charge = -1

CARTESIAN COORDINATES (ANGSTROEM)
H: -0.0232 -3.1174 1.2722
H: -2.2550 2.0492 1.6629
H: 1.1214 -3.1682 -2.0160
C: -1.4429 2.7244 1.3812
H: -1.8117 3.7459 1.5151
H: 2.1265 -1.6938 -1.7888
H: -0.5720 2.5559 2.0103
H: 2.2919 -3.1881 0.2310
C: 1.2542 -2.2446 -1.4441
H: -0.4324 3.2759 -0.4636
H: -2.0150 2.5089 -0.6718
C: -1.0818 2.4852 -0.0881
H: -1.0849 0.3713 0.1440
S: 1.2428 0.9846 0.4596
H: 0.3815 -1.6136 -1.5811
C: -0.4125 1.1219 -0.2944
H: -0.3675 0.8941 -1.3643
C: 1.3963 -2.5944 0.0132
H: 1.4314 -1.6940 0.6287
O: 0.2530 -3.4032 0.3941

These are the Löwdin partial charges, in e, on atoms 1 to 4:
1. H 0.068
2. H 0.058
3. H 0.065
4. C -0.167


b:
C5H13OS | ωB97M-V with the def2-TZVPD basis set

Results
gap between HOMO and LUMO = 6.89 eV
net charge = -1

CARTESIAN COORDINATES (ANGSTROEM)
H: 0.3125 -1.2797 2.2832
C: -1.7045 -2.5839 0.8887
H: -0.0318 2.9764 -1.8489
C: 0.0429 -0.7814 1.3446
O: 0.4429 2.7987 0.1338
H: -0.0150 2.1560 0.7635
H: -2.4730 -1.8732 1.1801
S: -1.1312 0.5729 1.6753
H: -0.7819 -1.2893 -0.5525
C: 1.7448 1.7923 -1.6319
H: 2.4398 2.6334 -1.5795
H: 0.2977 -2.5357 0.0865
H: -2.0845 -3.2856 0.1415
C: -0.4930 -1.8234 0.3580
H: -0.3308 1.3909 -1.1438
C: 0.3710 2.2310 -1.1469
H: 0.9763 -0.3731 0.9423
H: 2.1448 0.9976 -1.0001
H: 1.6968 1.4426 -2.6668
H: -1.4239 -3.1665 1.7729

These are the Löwdin partial charges, in e, on atoms 1 to 4:
1. H 0.035
2. C -0.165
3. H 0.096
4. C -0.725


Which structure wins on stability? b wins.